128
Properties=species:S:1:pos:R:3 method="wB97M-V/def2-TZVPD" smiles="COCB(COO)OC[C@H](C)CC(C)C.O=S1(=O)CCCC1.O=S1(=O)CCCC1.O=S1(=O)CCCC1.O=S1(=O)CCCC1.O=S1(=O)CCCC1.O=S1(=O)CCCC1" total_charge=0 gap_ev=9.24 homo_ev=-8.9 molar_mass_g_mol=939.14
C 2.277 1.553 6.284
O 1.594 0.268 6.068
C 2.535 -0.863 6.017
B 2.138 -1.754 4.658
C 0.935 -2.902 4.839
O 1.483 -4.259 5.097
O 1.792 -4.719 3.896
O 2.840 -1.569 3.373
C 2.651 -0.206 2.829
C 1.466 -0.304 1.700
C 2.241 -0.651 0.259
C 0.631 1.082 1.443
C -0.687 1.291 2.394
C -1.615 -0.045 2.603
C -0.342 2.009 3.862
H 3.271 1.414 6.900
H 1.552 2.207 6.968
H 2.469 2.173 5.308
H 3.666 -0.546 5.854
H 2.496 -1.505 7.009
H 0.286 -2.973 3.868
H 0.243 -2.608 5.759
H 2.807 -4.644 3.884
H 3.655 0.042 2.233
H 2.502 0.626 3.638
H 0.813 -1.245 1.940
H 1.444 -0.494 -0.584
H 3.136 0.116 0.067
H 2.620 -1.771 0.304
H 1.372 1.981 1.695
H 0.350 1.174 0.311
H -1.377 2.086 1.832
H -1.412 -0.867 1.765
H -2.750 0.201 2.750
H -1.244 -0.555 3.617
H 0.685 2.579 3.862
H -0.470 1.250 4.747
H -1.175 2.846 4.035
O 0.190 -0.338 -3.711
S -0.586 -1.205 -2.850
O -0.994 -0.810 -1.516
C -2.021 -1.757 -3.750
C -1.556 -3.019 -4.461
C -0.728 -3.791 -3.435
C 0.221 -2.797 -2.769
H -2.356 -0.976 -4.435
H -2.807 -1.982 -3.022
H -2.402 -3.609 -4.827
H -0.928 -2.756 -5.320
H -1.395 -4.226 -2.680
H -0.176 -4.615 -3.898
H 0.409 -3.057 -1.724
H 1.169 -2.724 -3.311
O -4.449 -2.571 -4.784
S -4.631 -2.780 -6.205
O -3.684 -3.530 -7.006
C -6.263 -3.442 -6.474
C -7.147 -2.214 -6.627
C -6.362 -1.246 -7.511
C -4.930 -1.197 -6.979
H -6.551 -4.078 -5.635
H -6.238 -4.027 -7.398
H -8.116 -2.468 -7.065
H -7.327 -1.756 -5.647
H -6.359 -1.615 -8.543
H -6.813 -0.249 -7.520
H -4.207 -1.044 -7.784
H -4.812 -0.420 -6.218
O -4.149 -1.765 4.001
S -3.193 -2.115 5.030
O -1.788 -1.775 4.933
C -3.816 -1.540 6.598
C -4.665 -2.694 7.111
C -3.862 -3.961 6.819
C -3.352 -3.860 5.383
H -4.382 -0.618 6.460
H -2.958 -1.361 7.253
H -4.884 -2.589 8.177
H -5.619 -2.728 6.570
H -3.012 -4.021 7.509
H -4.465 -4.863 6.961
H -2.379 -4.344 5.266
H -4.067 -4.285 4.673
O -2.531 6.377 0.423
S -1.790 5.135 0.483
O -1.784 4.291 1.662
C -2.234 4.143 -0.929
C -1.258 4.575 -2.013
C 0.102 4.686 -1.326
C -0.105 5.452 -0.020
H -3.278 4.319 -1.196
H -2.085 3.093 -0.661
H -1.237 3.862 -2.842
H -1.550 5.553 -2.414
H 0.483 3.682 -1.107
H 0.838 5.185 -1.963
H 0.578 5.109 0.761
H 0.007 6.530 -0.166
O 8.092 0.273 -0.192
S 8.234 -0.968 0.541
O 9.257 -1.944 0.223
C 8.323 -0.589 2.280
C 6.872 -0.582 2.738
C 6.219 -1.788 2.065
C 6.643 -1.780 0.597
H 8.825 0.368 2.429
H 8.886 -1.390 2.769
H 6.794 -0.633 3.828
H 6.378 0.339 2.406
H 6.572 -2.709 2.545
H 5.129 -1.765 2.161
H 6.739 -2.793 0.200
H 5.947 -1.203 -0.018
O -0.674 4.704 -7.091
S -0.110 4.531 -5.768
O -0.935 4.386 -4.586
C 1.056 3.184 -5.824
C 2.372 3.843 -6.208
C 2.450 5.127 -5.384
C 1.093 5.822 -5.491
H 0.725 2.433 -6.543
H 1.111 2.748 -4.822
H 3.223 3.184 -6.014
H 2.372 4.089 -7.277
H 2.654 4.876 -4.336
H 3.257 5.781 -5.729
H 0.844 6.360 -4.572
H 1.060 6.506 -6.344

***

19
Properties=species:S:1:pos:R:3 method="wB97M-V/def2-TZVPD" total_charge=-1 gap_ev=6.59 homo_ev=-2.8 molar_mass_g_mol=106.14 de_lowest_kcal_mol=48.2
C -1.715 0.322 -1.237
O -2.922 0.426 -0.635
C -0.499 -0.246 -0.374
C 0.794 -0.307 -1.173
C 2.136 0.179 -0.496
N -0.537 0.342 1.000
H -1.756 -0.436 -2.066
H -1.382 1.216 -1.743
H -0.527 -1.353 -0.277
H 0.966 -1.389 -1.611
H 0.672 0.414 -2.048
H 2.215 -0.671 0.150
H 1.807 1.106 -0.039
H 2.804 0.357 -1.414
H -0.178 1.325 1.020
H -1.619 0.493 1.023
H 0.413 -0.381 2.713
H -0.799 -0.948 3.574
O 0.127 -0.448 3.633

***

12
Properties=species:S:1:pos:R:3 method="wB97M-V/def2-TZVPD" smiles=CNc1cnno1 total_charge=0 gap_ev=9.38 homo_ev=-8.7 molar_mass_g_mol=99.09 de_lowest_kcal_mol=82.5
C -1.324 -1.025 2.021
N -1.304 -0.093 0.865
C -0.238 0.166 0.048
C 0.971 -0.512 0.003
N 1.673 -0.133 -1.079
N 1.109 0.800 -1.680
O -0.274 1.077 -0.915
H -0.856 -0.459 2.962
H -2.464 -1.180 2.245
H -0.762 -1.990 1.686
H -1.890 0.696 0.791
H 1.348 -1.485 0.455

***

66
Properties=species:S:1:pos:R:3 method="wB97M-V/def2-TZVPD" total_charge=+3 gap_ev=7.38 homo_ev=-16.6 molar_mass_g_mol=914.82 de_lowest_kcal_mol=29.8
Pb 0.646 -2.093 1.721
C -0.327 1.936 5.382
N 0.914 1.747 4.615
C 1.982 2.623 4.626
C 2.935 2.096 3.849
N 2.451 0.876 3.358
C 1.190 0.692 3.841
S -0.014 -0.535 3.654
C 3.309 0.011 2.600
C 4.676 0.106 2.810
C 5.532 -0.628 2.008
C 5.001 -1.444 1.019
C 3.631 -1.521 0.921
N 2.783 -0.815 1.697
H -0.300 2.926 5.827
H -0.397 1.186 6.166
H -1.187 1.855 4.722
H 1.966 3.545 5.181
H 3.888 2.499 3.563
H 5.075 0.718 3.605
H 6.601 -0.571 2.166
H 5.629 -2.032 0.366
H 3.174 -2.188 0.197
Cl -6.240 0.293 1.997
C -4.645 -0.001 1.489
C -4.110 -1.293 1.551
Cl -5.027 -2.573 2.194
C -2.819 -1.529 1.084
Cl -2.146 -3.129 1.189
C -2.034 -0.505 0.566
O -0.769 -0.736 0.041
C -2.559 0.780 0.589
Cl -1.524 2.034 0.001
C -3.852 1.048 1.020
Cl -4.450 2.643 0.967
C -0.426 -3.234 -1.901
C 0.040 -2.045 -2.724
C -0.459 -2.101 -4.171
Sb -0.643 -0.140 -1.955
C 0.939 1.273 -2.248
C 2.126 0.923 -1.360
C 1.244 1.236 -3.746
C -2.495 0.379 -3.025
C -2.732 1.877 -3.043
C -3.671 -0.464 -2.561
H -0.035 -4.147 -2.355
H -1.514 -3.319 -1.883
H -0.071 -3.201 -0.875
H 1.127 -1.947 -2.700
H -1.545 -2.200 -4.221
H -0.035 -2.984 -4.654
H -0.153 -1.239 -4.768
H 0.507 2.229 -1.957
H 2.568 -0.036 -1.646
H 1.852 0.889 -0.304
H 2.900 1.684 -1.482
H 1.686 0.286 -4.052
H 1.973 2.018 -3.970
H 0.368 1.436 -4.368
H -2.119 0.026 -3.992
H -3.296 2.208 -2.173
H -3.329 2.103 -3.931
H -1.819 2.469 -3.122
H -4.039 -0.143 -1.587
H -3.448 -1.531 -2.528
H -4.485 -0.327 -3.279

***

29
Properties=species:S:1:pos:R:3 method="wB97M-V/def2-TZVPD" smiles="CO/N=C/NC(=O)NOCc1ccc(Cl)cc1Cl" total_charge=0 gap_ev=9.75 homo_ev=-9.1 molar_mass_g_mol=292.12 de_lowest_kcal_mol=0.0
C 1.478 2.497 -3.591
O 0.112 2.186 -3.440
N -0.038 1.061 -2.624
C -1.244 0.723 -2.401
N -1.588 -0.337 -1.616
C -0.776 -1.187 -0.850
O -1.284 -1.979 -0.093
N 0.544 -1.033 -1.099
O 1.498 -1.660 -0.317
C 1.858 -0.907 0.843
C 0.700 -0.733 1.789
C 0.333 -1.779 2.628
C -0.771 -1.692 3.452
C -1.532 -0.534 3.441
Cl -2.914 -0.402 4.458
C -1.197 0.527 2.616
C -0.088 0.413 1.793
Cl 0.279 1.752 0.758
H 1.501 3.364 -4.247
H 1.934 2.746 -2.628
H 2.025 1.668 -4.049
H -2.083 1.272 -2.827
H -2.574 -0.512 -1.481
H 0.841 -0.234 -1.664
H 2.646 -1.508 1.300
H 2.265 0.067 0.541
H 0.919 -2.685 2.612
H -1.048 -2.516 4.089
H -1.795 1.424 2.605

***

15
Properties=species:S:1:pos:R:3 method="wB97M-V/def2-TZVPD" smiles="C=C/C=N/C.C#N" total_charge=0 gap_ev=10.36 homo_ev=-9.5 molar_mass_g_mol=96.13 de_lowest_kcal_mol=81.5
C 2.110 -1.627 -0.351
C 0.907 -1.366 0.158
C 0.521 0.057 0.432
N -0.390 0.590 -0.205
C -0.546 1.920 -0.246
H 2.514 -2.584 -0.360
H 2.850 -0.836 -0.249
H 0.132 -2.062 0.210
H 1.234 0.669 1.042
H -0.256 2.492 -1.188
H -1.542 2.201 -0.103
H 0.093 2.480 0.476
C -2.293 -1.003 0.094
N -2.725 -0.411 0.934
H -1.728 -1.583 -0.682

***

7
Properties=species:S:1:pos:R:3 method="wB97M-V/def2-TZVPD" total_charge=0 gap_ev="7.98 / 8.29" homo_ev="-8.2 / -8.3" molar_mass_g_mol=187.94 de_lowest_kcal_mol=75.7
C -1.230 -0.753 0.395
C 0.834 0.517 -0.408
O -2.190 -0.666 -0.264
F 0.539 1.795 0.098
I 2.640 -0.170 0.146
H -1.079 -0.966 1.517
H 0.486 0.243 -1.483

***

46
Properties=species:S:1:pos:R:3 method="wB97M-V/def2-TZVPD" total_charge=+1 gap_ev="5.88 / 5.90" homo_ev="-10.5 / -10.5" molar_mass_g_mol=391.06 de_lowest_kcal_mol=0.0
O 1.669 1.641 -1.142
H 2.085 2.364 -1.649
Ga -0.006 0.297 0.067
N -0.689 -0.877 -1.327
N -0.913 1.663 -0.946
N 0.936 -1.104 0.997
N 0.877 1.384 1.377
O -0.507 -2.165 -1.427
O 0.756 -2.428 0.774
O 0.835 2.742 1.375
O -0.812 2.924 -0.719
C -1.618 1.174 -1.986
C -1.543 -0.237 -2.160
C 1.635 -0.696 2.066
C 1.657 0.727 2.237
C -2.302 -1.062 -3.127
H -2.966 -1.757 -2.596
H -1.623 -1.653 -3.754
H -2.914 -0.431 -3.773
C -2.342 2.140 -2.846
H -1.626 2.836 -3.301
H -3.053 2.725 -2.251
H -2.883 1.619 -3.639
C 2.276 -1.674 2.980
C 2.482 1.438 3.246
H 2.310 -2.666 2.517
H 1.712 -1.744 3.922
H 3.293 -1.351 3.233
H 2.498 2.507 3.014
H 3.505 1.042 3.236
H 2.071 1.290 4.253
H 0.221 -2.434 -0.126
H 0.230 2.948 0.573
C 2.198 0.351 -1.589
H 1.501 -0.137 -2.283
H 2.385 -0.283 -0.712
H 3.158 0.523 -2.106
O 2.199 -3.471 -2.371
H 2.709 -2.680 -2.607
H 1.302 -3.136 -2.160
C -3.844 -0.474 2.737
C -2.683 -0.237 1.907
N -1.756 -0.038 1.241
H -4.206 0.480 3.142
H -3.572 -1.142 3.565
H -4.637 -0.941 2.137

***

124
Properties=species:S:1:pos:R:3 method="wB97M-V/def2-TZVPD" total_charge=+1 gap_ev=1.44 homo_ev=-8.8 molar_mass_g_mol=1054.91
C 6.976 -2.564 -0.623
C 6.868 -0.912 -0.765
C 6.187 -0.206 0.589
C 5.617 1.257 0.076
C 3.946 1.285 0.138
C 3.540 2.841 0.460
C 1.972 3.083 0.869
C 1.411 2.136 2.083
C -0.167 1.828 1.784
C -0.609 0.255 1.837
C -1.298 -0.201 0.383
C -0.295 -1.301 -0.381
C -1.449 -2.292 -1.077
B -2.224 -1.486 -2.324
O -1.812 -1.739 -3.750
O -3.288 -0.479 -2.133
C 0.584 -0.612 -1.595
Br 0.310 1.303 -2.245
C 1.648 -1.374 -2.339
C 2.048 -2.938 -2.053
Br 2.707 -0.447 -3.814
C 0.472 -1.839 0.970
O 1.085 -2.989 1.261
N 0.409 -0.830 2.101
H 6.034 -3.071 -1.122
H 7.025 -2.882 0.525
H 7.936 -2.897 -1.208
H 7.909 -0.401 -0.952
H 6.159 -0.581 -1.662
H 5.334 -0.894 1.001
H 6.991 -0.084 1.451
H 5.964 2.044 0.904
H 5.986 1.571 -0.990
H 3.657 0.511 0.967
H 3.569 0.877 -0.897
H 4.255 3.368 1.252
H 3.719 3.445 -0.553
H 1.313 3.052 -0.106
H 1.902 4.209 1.260
H 2.078 1.201 2.302
H 1.445 2.798 3.074
H -0.541 2.253 0.736
H -0.814 2.405 2.601
H -1.557 0.266 2.563
H -1.760 0.661 -0.260
H -2.286 -0.732 0.791
H -0.996 -3.278 -1.514
H -2.282 -2.620 -0.298
H -1.580 -0.798 -4.072
H -2.860 0.425 -2.302
H 3.194 -2.963 -1.804
H 1.364 -3.495 -1.284
H 1.932 -3.524 -3.086
H 0.431 -1.237 3.075
K -4.088 -0.850 0.621
O 1.172 0.406 5.485
H 1.051 0.090 4.608
Mg 1.412 1.190 -4.643
C 10.256 1.549 -3.188
C 9.977 1.236 -4.623
O 8.568 1.114 -4.661
C 8.079 1.825 -3.603
O 6.898 2.076 -3.429
O 9.084 2.220 -2.767
H 11.135 2.188 -3.064
H 10.384 0.647 -2.581
H 10.280 2.047 -5.294
H 10.456 0.308 -4.947
N 6.393 7.065 -5.168
C 6.374 5.698 -5.264
C 6.552 5.181 -4.000
C 6.677 6.274 -3.110
C 6.572 7.426 -3.858
H 6.290 7.707 -5.943
H 6.237 5.212 -6.220
H 6.586 4.129 -3.746
H 6.826 6.227 -2.039
H 6.611 8.468 -3.571
O -6.545 1.987 0.021
H -6.831 1.783 -0.851
F -6.841 -3.470 0.456
C -7.084 -4.418 -0.459
C -7.722 -5.592 -0.075
C -7.980 -6.577 -1.028
C -7.587 -6.381 -2.354
C -6.943 -5.201 -2.729
C -6.695 -4.212 -1.778
H -8.013 -5.730 0.962
H -8.485 -7.496 -0.739
H -7.784 -7.152 -3.096
H -6.634 -5.053 -3.761
H -6.204 -3.285 -2.054
F 8.683 -2.995 3.251
Al 7.215 -2.887 4.288
F 7.684 -2.328 5.935
F 6.440 -4.508 4.403
F 6.054 -1.716 3.565
C -7.815 -1.787 4.166
N -9.344 -1.775 4.205
C -9.794 -2.697 5.337
C -9.888 -2.311 2.892
C -9.886 -0.352 4.507
C -9.563 0.706 3.437
O -8.161 0.876 3.284
H -7.482 -2.829 4.211
H -7.473 -1.354 3.223
H -7.438 -1.233 5.029
H -9.425 -3.706 5.133
H -10.888 -2.694 5.372
H -9.378 -2.321 6.276
H -9.511 -1.695 2.071
H -10.980 -2.277 2.930
H -9.540 -3.341 2.768
H -9.451 -0.059 5.470
H -10.972 -0.445 4.619
H -9.985 1.669 3.749
H -9.996 0.447 2.470
H -8.017 1.563 2.605
C -0.972 5.200 -0.371
O -1.902 4.434 -1.114
H -0.156 5.505 -1.030
H -1.466 6.089 0.028
H -0.571 4.595 0.446
H -2.614 4.179 -0.503

***

17
Properties=species:S:1:pos:R:3 method="wB97M-V/def2-TZVPD" smiles="O=C(P1#P(C(=O)C(F)(F)F)C1)C(F)(F)F" total_charge=0 gap_ev=8.86 homo_ev=-10.0 molar_mass_g_mol=270.00 de_lowest_kcal_mol=0.0
O 2.542 -0.732 -0.016
C 1.766 -1.061 -0.931
P -0.034 -0.979 -0.962
P 0.141 0.814 0.349
C -1.600 1.457 0.421
O -2.114 1.772 -0.606
C -2.210 1.942 1.801
F -3.544 1.951 1.770
F -1.869 1.142 2.815
F -1.774 3.182 1.988
C -0.051 -0.804 1.134
C 2.208 -1.514 -2.383
F 1.629 -2.672 -2.749
F 1.666 -0.516 -3.137
F 3.538 -1.650 -2.604
H -1.050 -1.097 1.260
H 0.756 -1.236 1.850